# 1
Computed, not measured: C6H10 as an isolated structure at a distorted geometry, with the ωB97M-V functional and the def2-TZVPD basis.

* orbital gap (alpha / beta): 5.195 / 4.901 eV
* relative energy (zero: lowest compared OMol25 entry of this formula, charge and spin): 234.6 kJ/mol
* net charge: -1
* spin multiplicity: 2
* LUMO energy (alpha / beta): 4.224 / 4.151 eV

Each line ends with the Mulliken charge.
Atoms and positions in Å:
C1 0.344 0.967 1.663  -1.19
C2 -0.150 0.850 0.361  0.80
C3 -1.007 1.753 -0.263  -1.19
C4 -0.830 -1.136 -1.103  -1.23
C5 0.263 -0.368 -0.407  0.19
C6 1.559 -1.025 -0.061  -1.02
H1 0.687 -1.203 0.665  0.10
H2 0.021 1.850 2.215  0.25
H3 0.956 0.266 2.207  0.26
H4 -1.313 1.638 -1.294  0.19
H5 -1.360 2.604 0.309  0.30
H6 -0.472 -2.069 -1.545  0.39
H7 -1.628 -1.408 -0.397  0.25
H8 1.850 -1.857 -0.692  0.31
H9 -1.265 -0.517 -1.886  0.28
H10 2.347 -0.345 0.228  0.31

=====

# 2
Computed, not measured: a 2-piece molecular cluster, C6H10 overall, with the ωB97M-V functional and the def2-TZVPD basis.

* orbital gap: 9.234 eV
* relative energy (zero: lowest compared OMol25 entry of this formula, charge and spin): 382.6 kJ/mol
* SMILES: C1=C2C[C@H]2CC1.[H][H]
* net charge: 0
* LUMO energy: 1.000 eV

Each line ends with the Mulliken charge.
Atoms and positions in Å:
C1 -0.898 -0.084 0.733  -0.42
C2 0.051 0.736 0.268  0.24
C3 1.526 0.654 0.200  -0.67
C4 0.631 0.319 -1.009  -0.23
C5 -0.119 -0.957 -1.406  -0.67
C6 -1.066 -1.267 -0.207  -0.51
H1 -1.267 -0.097 1.757  0.33
H2 1.946 -0.149 0.800  0.21
H3 2.187 1.514 0.100  0.26
H4 0.741 1.081 -1.779  0.33
H5 -0.725 -0.688 -2.278  0.26
H6 0.507 -1.806 -1.700  0.29
H7 -0.656 -2.110 0.373  0.24
H8 -2.084 -1.563 -0.492  0.35
H9 -0.449 2.204 2.713  0.15
H10 -0.312 2.204 1.978  -0.17

=====

# 3
Computed, not measured: one molecule with the formula C6H10, with the ωB97M-V functional and the def2-TZVPD basis.

* orbital gap: 10.382 eV
* relative energy (zero: lowest compared OMol25 entry of this formula, charge and spin): 139.5 kJ/mol
* SMILES: CC#CCCC
* net charge: 0
* LUMO energy: 1.069 eV

Each line ends with the Mulliken charge.
Atoms and positions in Å:
C1 2.804 -0.624 0.835  -1.09
C2 1.650 -0.620 -0.067  0.56
C3 0.696 -0.286 -0.723  -0.21
C4 -0.434 0.394 -1.363  -0.68
C5 -1.795 0.185 -0.681  -0.33
C6 -1.730 0.200 0.837  -1.11
H1 3.408 -1.534 0.887  0.31
H2 3.469 0.191 0.534  0.27
H3 2.453 -0.407 1.848  0.26
H4 -0.509 0.169 -2.433  0.32
H5 -0.190 1.467 -1.303  0.24
H6 -2.444 0.996 -1.031  0.27
H7 -2.259 -0.747 -1.020  0.28
H8 -1.144 -0.648 1.202  0.29
H9 -2.729 0.149 1.283  0.35
H10 -1.246 1.115 1.194  0.29

=====

# 4
Computed, not measured: a 2-piece molecular cluster, C6H10 overall, with the ωB97M-V functional and the def2-TZVPD basis.

* orbital gap (alpha / beta): 8.368 / 8.181 eV
* relative energy (zero: lowest compared OMol25 entry of this formula, charge and spin): 506.1 kJ/mol
* net charge: 0
* LUMO energy (alpha / beta): 0.211 / 0.491 eV

Each line ends with the Mulliken charge.
Atoms and positions in Å:
C1 2.616 0.377 -0.653  -1.20
C2 1.286 0.070 -0.112  0.24
C3 0.393 -0.069 0.745  0.15
C4 -0.889 -0.409 1.081  -0.31
C5 -0.643 -0.793 -1.449  -0.82
C6 -1.948 0.619 1.375  -1.00
H1 3.298 0.692 0.146  0.29
H2 3.050 -0.500 -1.144  0.29
H3 2.562 1.182 -1.392  0.28
H4 -1.059 -1.407 1.483  0.36
H5 -0.771 0.233 -1.178  0.24
H6 -1.052 -1.101 -2.416  0.24
H7 -0.173 -1.554 -0.863  0.30
H8 -1.784 1.533 0.795  0.29
H9 -2.944 0.230 1.144  0.32
H10 -1.943 0.896 2.438  0.31

=====

# 5
Computed, not measured: a 2-piece molecular cluster, C6H10 overall, with the ωB97M-V functional and the def2-TZVPD basis.

* orbital gap: 7.081 eV
* relative energy (zero: lowest compared OMol25 entry of this formula, charge and spin): 485.1 kJ/mol
* net charge: 0
* LUMO energy: -1.075 eV

Each line ends with the Mulliken charge.
Atoms and positions in Å:
C1 2.159 0.548 0.238  -0.78
C2 1.355 -0.750 0.263  -0.70
C3 -1.598 -0.055 -0.690  -0.45
C4 -2.089 -1.269 -0.024  -0.86
C5 -1.357 1.182 -0.473  0.82
C6 -1.149 2.443 -0.220  -0.69
H1 2.737 0.638 -0.688  0.26
H2 1.498 1.420 0.309  0.16
H3 2.861 0.600 1.077  0.29
H4 2.003 -1.633 0.233  0.37
H5 0.737 -0.816 1.167  0.22
H6 0.685 -0.806 -0.600  0.16
H7 -1.947 -1.283 1.066  0.30
H8 -3.172 -1.247 -0.218  0.33
H9 -1.711 -2.199 -0.465  0.31
H10 -0.850 3.179 -0.965  0.25

=====

# 6
Computed, not measured: a 2-piece molecular cluster, C6H10 overall at a distorted geometry, with the ωB97M-V functional and the def2-TZVPD basis.

* orbital gap (alpha / beta): 8.288 / 7.568 eV
* relative energy (zero: lowest compared OMol25 entry of this formula, charge and spin): 444.9 kJ/mol
* net charge: 0
* LUMO energy (alpha / beta): 0.095 / 0.109 eV

Each line ends with the Mulliken charge.
Atoms and positions in Å:
C1 1.903 -0.430 0.392  -1.45
C2 0.774 0.085 -0.518  0.45
C3 -0.394 -0.931 -0.667  -0.74
C4 -1.620 -0.202 -0.122  -0.39
C5 -1.252 1.137 0.184  -0.35
C6 0.065 1.345 -0.038  -0.67
H1 1.531 -0.639 1.402  0.34
H2 2.718 0.298 0.476  0.38
H3 2.333 -1.360 -0.006  0.37
H4 1.224 0.299 -1.500  0.29
H5 -0.487 -1.290 -1.708  0.30
H6 -0.248 -1.824 -0.056  0.29
H7 -2.494 0.245 1.517  0.09
H8 -2.624 -0.560 -0.249  0.45
H9 -2.041 1.509 0.887  0.23
H10 0.593 2.288 0.052  0.40

=====

# 7
Computed, not measured: one molecule with the formula C6H10, with the ωB97M-V functional and the def2-TZVPD basis.

* orbital gap: 10.849 eV
* relative energy (zero: lowest compared OMol25 entry of this formula, charge and spin): 124.9 kJ/mol
* SMILES: C[C@H]1C[C@H]2C[C@H]21
* net charge: 0
* LUMO energy: 1.248 eV

Each line ends with the Mulliken charge.
Atoms and positions in Å:
C1 -1.041 -0.757 1.382  -1.32
C2 -0.574 0.413 0.523  0.22
C3 0.939 0.799 0.510  -0.86
C4 0.944 0.668 -1.011  -0.08
C5 0.563 -0.729 -1.385  -0.68
C6 -0.513 0.242 -1.001  -0.40
H1 -0.634 -0.683 2.397  0.34
H2 -2.134 -0.778 1.464  0.34
H3 -0.722 -1.719 0.967  0.29
H4 -1.160 1.305 0.772  0.38
H5 1.111 1.816 0.872  0.28
H6 1.621 0.118 1.036  0.30
H7 1.449 1.336 -1.703  0.38
H8 0.827 -1.554 -0.722  0.15
H9 0.620 -0.974 -2.442  0.27
H10 -1.300 0.517 -1.697  0.37

=====

# 8
Computed, not measured: one molecule with the formula C6H10, with the ωB97M-V functional and the def2-TZVPD basis.

* orbital gap: 11.029 eV
* relative energy (zero: lowest compared OMol25 entry of this formula, charge and spin): 146.2 kJ/mol
* SMILES: C#CCCCC
* net charge: 0
* LUMO energy: 1.148 eV

Each line ends with the Mulliken charge.
Atoms and positions in Å:
C1 -0.949 -2.797 -1.701  0.15
C2 -0.523 -1.674 -1.621  -0.54
C3 0.026 -0.320 -1.535  -0.69
C4 0.613 0.031 -0.145  -0.60
C5 -0.306 0.928 0.681  -0.36
C6 0.305 1.291 2.033  -1.24
H1 -1.335 -3.786 -1.783  0.41
H2 -0.770 0.386 -1.798  0.31
H3 0.793 -0.213 -2.308  0.30
H4 1.575 0.540 -0.277  0.31
H5 0.826 -0.890 0.412  0.38
H6 -1.274 0.429 0.824  0.29
H7 -0.510 1.844 0.111  0.31
H8 0.467 0.396 2.646  0.32
H9 -0.341 1.972 2.596  0.34
H10 1.276 1.782 1.901  0.32

=====

# 9
Computed, not measured: a 2-piece molecular cluster, C6H10 overall at a distorted geometry, with the ωB97M-V functional and the def2-TZVPD basis.

* orbital gap: 8.974 eV
* relative energy (zero: lowest compared OMol25 entry of this formula, charge and spin): 407.0 kJ/mol
* net charge: 0
* LUMO energy: 0.634 eV

Each line ends with the Mulliken charge.
Atoms and positions in Å:
C1 0.679 0.894 -1.099  -0.63
C2 -0.432 -0.111 -1.149  -0.28
C3 -0.164 -1.412 -0.404  -0.66
C4 0.297 -0.985 1.039  -0.67
C5 -0.183 0.529 1.228  -0.58
C6 -0.472 1.002 -0.129  -0.19
H1 1.664 0.589 -0.744  0.19
H2 0.689 1.664 -1.863  0.27
H3 -1.093 -0.131 -2.007  0.38
H4 -1.083 -2.016 -0.386  0.35
H5 0.594 -2.043 -0.899  0.28
H6 1.375 -1.103 1.130  0.29
H7 -0.152 -1.680 1.771  0.33
H8 0.079 2.161 1.513  0.18
H9 -0.837 0.669 2.063  0.35
H10 -0.962 1.972 -0.065  0.40

=====

# 10
Computed, not measured: one molecule with the formula C6H10 at a distorted geometry, with the ωB97M-V functional and the def2-TZVPD basis.

* orbital gap (alpha / beta): 7.880 / 8.305 eV
* relative energy (zero: lowest compared OMol25 entry of this formula, charge and spin): 331.3 kJ/mol
* net charge: 0
* LUMO energy (alpha / beta): 0.516 / 0.656 eV

Each line ends with the Mulliken charge.
Atoms and positions in Å:
C1 -1.122 0.659 0.255  -0.76
C2 -0.144 -0.497 0.876  0.17
C3 -0.670 -1.712 0.361  -1.06
C4 -0.528 0.851 -1.022  -0.55
C5 0.955 0.736 -0.993  -0.30
C6 1.231 0.061 0.363  -0.74
H1 -0.970 1.425 1.034  0.27
H2 -2.185 0.387 0.238  0.37
H3 -0.107 -0.511 1.977  0.34
H4 -1.134 -1.750 -0.621  0.34
H5 -0.604 -2.629 0.939  0.32
H6 -1.094 1.041 -1.928  0.40
H7 1.461 1.717 -1.002  0.25
H8 1.339 0.187 -1.862  0.29
H9 1.611 0.787 1.095  0.34
H10 1.961 -0.752 0.291  0.32

=====

# 11
Computed, not measured: one molecule with the formula C6H10, with the ωB97M-V functional and the def2-TZVPD basis.

* orbital gap: 11.037 eV
* relative energy (zero: lowest compared OMol25 entry of this formula, charge and spin): 146.4 kJ/mol
* SMILES: C#CCCCC
* net charge: 0
* LUMO energy: 1.150 eV

Each line ends with the Mulliken charge.
Atoms and positions in Å:
C1 -2.764 1.877 -0.490  0.15
C2 -2.144 0.849 -0.576  -0.53
C3 -1.389 -0.404 -0.635  -0.68
C4 -0.224 -0.458 0.383  -0.60
C5 1.142 -0.240 -0.270  -0.36
C6 2.282 -0.250 0.743  -1.24
H1 -3.331 2.776 -0.412  0.40
H2 -1.001 -0.526 -1.655  0.31
H3 -2.085 -1.235 -0.468  0.30
H4 -0.227 -1.429 0.895  0.30
H5 -0.391 0.297 1.161  0.38
H6 1.139 0.711 -0.822  0.30
H7 1.307 -1.030 -1.016  0.30
H8 2.186 0.574 1.460  0.32
H9 3.256 -0.160 0.251  0.34
H10 2.291 -1.184 1.316  0.32

=====

# 12
Computed, not measured: one molecule with the formula C6H10 at a distorted geometry, with the ωB97M-V functional and the def2-TZVPD basis.

* orbital gap: 9.649 eV
* relative energy (zero: lowest compared OMol25 entry of this formula, charge and spin): 345.8 kJ/mol
* SMILES: C[C@H]1[C@H]2CC[C@@H]12
* net charge: 0
* LUMO energy: 1.177 eV

Each line ends with the Mulliken charge.
Atoms and positions in Å:
C1 1.592 -0.238 0.944  -1.48
C2 0.595 -0.937 0.040  0.04
C3 -0.918 -0.791 0.101  -0.32
C4 -1.313 0.862 0.377  -0.95
C5 -0.448 1.186 -0.862  -0.64
C6 -0.158 -0.290 -1.083  -0.21
H1 1.794 -0.844 1.836  0.36
H2 1.213 0.731 1.282  0.37
H3 2.547 -0.071 0.430  0.33
H4 0.903 -1.949 -0.244  0.40
H5 -1.572 -1.654 0.231  0.41
H6 -2.371 1.011 0.182  0.28
H7 -1.000 0.331 1.255  0.49
H8 0.434 1.831 -0.763  0.25
H9 -1.056 1.589 -1.686  0.29
H10 -0.240 -0.766 -2.041  0.40